[1]
{"formula": "C22H48N3O5S5", "method": "ωB97M-V/def2-TZVPD", "charge": 1, "elements": ["N", "C", "N", "C", "C", "N", "C", "C", "C", "C", "C", "C", "C", "C", "C", "H", "H", "H", "H", "H", "H", "H", "H", "H", "H", "H", "H", "H", "H", "H", "H", "H", "H", "C", "S", "O", "C", "H", "H", "H", "H", "H", "H", "C", "S", "O", "C", "H", "H", "H", "H", "H", "H", "C", "S", "O", "C", "H", "H", "H", "H", "H", "H", "C", "S", "O", "C", "H", "H", "H", "H", "H", "H", "C", "S", "O", "C", "H", "H", "H", "H", "H", "H"], "coordinates": [[2.004, 0.398, 4.104], [2.308, 0.645, 2.789], [2.681, -0.521, 1.958], [2.179, -0.112, 0.583], [2.320, 1.486, 0.647], [2.263, 1.939, 2.090], [1.036, 2.780, 2.427], [-0.287, 2.017, 1.949], [-1.663, 2.738, 2.460], [-2.809, 1.613, 2.258], [-3.166, 0.702, 3.464], [-4.239, -0.424, 3.279], [-4.883, -0.567, 1.878], [-4.542, 0.362, 0.678], [-3.481, 1.468, 0.874], [2.553, 0.754, 4.893], [1.144, -0.161, 4.249], [1.936, -1.199, 2.236], [1.134, -0.527, 0.339], [2.860, -0.562, -0.231], [1.594, 1.992, -0.091], [3.321, 1.671, 0.109], [1.198, 3.779, 1.867], [1.076, 3.022, 3.540], [-0.384, 1.948, 0.811], [-0.367, 0.932, 2.336], [-1.842, 3.672, 1.834], [-1.497, 2.940, 3.575], [-2.604, 0.891, 4.437], [-4.476, -1.110, 4.166], [-5.649, -1.399, 1.690], [-5.019, 0.255, -0.361], [-3.129, 2.190, 0.052], [3.741, 5.893, 1.120], [2.804, 5.860, 2.664], [1.401, 6.267, 2.345], [3.627, 7.282, 3.412], [3.365, 5.100, 0.472], [3.612, 6.857, 0.626], [4.797, 5.716, 1.331], [3.506, 8.160, 2.775], [4.687, 7.059, 3.548], [3.170, 7.473, 4.383], [2.972, -3.377, -4.334], [2.577, -1.707, -3.781], [3.311, -1.470, -2.494], [0.854, -2.050, -3.365], [4.026, -3.409, -4.612], [2.788, -4.092, -3.528], [2.361, -3.627, -5.204], [0.802, -2.846, -2.619], [0.313, -2.344, -4.266], [0.409, -1.141, -2.957], [0.923, -6.975, -0.406], [1.314, -5.236, -0.692], [2.179, -5.166, -1.908], [2.388, -5.045, 0.747], [0.283, -7.323, -1.218], [1.841, -7.566, -0.389], [0.392, -7.079, 0.542], [3.215, -5.755, 0.692], [1.811, -5.210, 1.658], [2.784, -4.028, 0.749], [0.637, -5.828, -6.612], [2.102, -5.386, -7.571], [2.072, -3.906, -7.779], [1.560, -6.160, -9.109], [0.741, -5.408, -5.611], [-0.257, -5.419, -7.086], [0.561, -6.915, -6.542], [0.609, -5.730, -9.428], [1.454, -7.236, -8.958], [2.315, -5.975, -9.874], [-6.013, 5.655, 2.601], [-6.566, 4.257, 1.601], [-7.912, 4.602, 1.054], [-6.818, 3.125, 2.985], [-5.831, 6.502, 1.938], [-6.783, 5.923, 3.327], [-5.087, 5.393, 3.115], [-7.538, 3.548, 3.687], [-5.866, 2.943, 3.486], [-7.205, 2.183, 2.594]], "forces_ev_per_a": [[-0.30, 0.36, -0.64], [0.74, 0.68, -2.15], [-4.24, 3.28, 0.77], [0.81, 0.16, -1.44], [1.01, -0.48, -2.98], [-0.79, -5.33, 0.75], [-0.11, 0.63, -0.31], [-1.05, 0.36, 0.19], [0.50, -1.90, -0.28], [-1.71, -1.23, 0.03], [-1.66, -0.43, -3.70], [1.58, 2.66, -2.83], [1.67, 1.86, 0.24], [2.12, 0.78, 3.07], [-0.66, -2.20, 2.99], [-0.77, 0.14, -0.64], [1.30, 0.30, 0.22], [1.54, -0.18, 0.46], [1.36, 0.82, 0.77], [-0.98, 0.88, 1.20], [0.78, -0.59, 1.79], [-1.15, 0.15, 1.54], [-0.50, -1.63, 0.95], [-0.23, -0.47, -1.49], [0.44, 0.12, 1.55], [0.50, 1.60, -0.41], [0.08, -1.16, 1.10], [-0.60, 0.06, -1.59], [-1.06, -0.42, -1.38], [0.22, 1.13, -1.71], [1.29, 1.45, 0.44], [0.68, -0.01, 1.99], [-0.88, -1.34, 1.29], [0.00, 0.03, -0.06], [0.06, 0.34, -0.06], [0.33, -0.23, 0.00], [-0.03, 0.07, 0.05], [-0.03, 0.04, 0.10], [-0.06, -0.03, 0.08], [-0.06, -0.02, 0.04], [-0.06, -0.11, -0.03], [-0.05, -0.06, -0.02], [-0.02, -0.10, -0.10], [0.07, -0.19, 0.14], [0.07, -0.22, -0.13], [-0.30, -0.01, 0.13], [-0.07, -0.04, 0.19], [-0.09, 0.18, -0.04], [0.00, 0.26, -0.03], [0.07, 0.26, -0.07], [0.13, -0.03, -0.07], [0.08, 0.05, -0.01], [0.10, 0.01, -0.10], [0.03, -0.08, -0.02], [0.15, -0.12, -0.07], [-0.29, -0.19, 0.50], [0.10, 0.01, 0.04], [0.05, 0.13, 0.03], [0.01, 0.11, -0.03], [0.01, 0.07, -0.04], [-0.06, 0.03, -0.07], [-0.04, -0.03, -0.07], [-0.04, -0.06, -0.14], [-0.14, 0.04, 0.00], [-0.02, 0.13, -0.13], [-0.15, -0.40, 0.13], [-0.07, 0.02, -0.09], [0.10, -0.03, -0.08], [0.09, 0.02, -0.05], [0.06, 0.04, -0.01], [0.05, 0.05, 0.08], [0.05, 0.04, 0.05], [0.00, 0.04, 0.15], [-0.02, 0.09, 0.08], [-0.32, 0.07, -0.09], [0.47, -0.11, 0.28], [-0.05, -0.03, 0.11], [-0.05, -0.13, -0.03], [-0.02, -0.07, -0.07], [-0.02, -0.04, -0.05], [0.01, 0.06, -0.10], [0.02, -0.01, -0.08], [0.06, 0.11, -0.08]], "mulliken_charge": [-0.252, -0.129, -0.260, -0.229, -0.497, 0.244, -0.649, -0.189, -0.915, 0.543, -0.341, -0.500, -0.438, -0.550, -0.259, 0.270, 0.270, 0.370, 0.268, 0.156, 0.287, 0.373, 0.207, 0.326, 0.185, 0.255, 0.369, 0.345, 0.293, 0.356, 0.325, 0.352, 0.334, -0.938, 0.650, -0.621, -1.025, 0.255, 0.370, 0.366, 0.322, 0.370, 0.339, -0.161, 0.396, -0.623, -0.557, 0.363, 0.031, -0.030, -0.070, 0.397, 0.317, -1.042, 0.502, -0.660, -0.938, 0.340, 0.324, 0.377, 0.357, 0.385, 0.221, -0.806, 0.565, -0.609, -0.965, 0.198, 0.308, 0.367, 0.311, 0.363, 0.329, -0.921, 0.573, -0.652, -0.883, 0.322, 0.326, 0.299, 0.399, 0.258, 0.280]}

[2]
{"formula": "C39H43NO5", "method": "ωB97M-V/def2-TZVPD", "smiles": "Cc1ccc(C[C@@](O)(CCCCO)OC(=O)OC#N)cc1.c1ccccc1.c1ccccc1.c1ccccc1.c1ccccc1", "elements": ["C", "C", "C", "C", "C", "C", "C", "O", "C", "C", "C", "C", "O", "O", "C", "O", "O", "C", "N", "C", "C", "H", "H", "H", "H", "H", "H", "H", "H", "H", "H", "H", "H", "H", "H", "H", "H", "H", "H", "H", "C", "C", "C", "C", "C", "C", "H", "H", "H", "H", "H", "H", "C", "C", "C", "C", "C", "C", "H", "H", "H", "H", "H", "H", "C", "C", "C", "C", "C", "C", "H", "H", "H", "H", "H", "H", "C", "C", "C", "C", "C", "C", "H", "H", "H", "H", "H", "H"], "coordinates": [[6.404, -3.618, 2.610], [5.565, -2.919, 1.386], [6.301, -2.658, -0.069], [5.526, -1.918, -1.353], [3.935, -1.406, -1.230], [3.348, -0.666, -2.537], [1.737, -0.454, -2.666], [1.530, -0.279, -4.152], [0.824, -1.788, -2.316], [-0.664, -1.484, -1.722], [-1.030, -2.706, -0.640], [-2.079, -2.142, 0.535], [-1.295, -2.011, 1.808], [1.211, 0.808, -2.120], [1.733, 1.155, -0.807], [2.885, 1.769, -0.512], [0.841, 0.884, 0.370], [1.418, 1.473, 1.590], [1.791, 1.932, 2.741], [3.240, -1.700, 0.217], [3.985, -2.440, 1.496], [7.494, -3.134, 2.610], [6.508, -4.787, 2.534], [5.897, -3.269, 3.632], [7.434, -2.980, -0.220], [6.149, -1.748, -2.336], [3.686, -1.296, -3.492], [3.908, 0.380, -2.656], [1.838, -1.103, -4.633], [0.650, -2.391, -3.334], [1.342, -2.556, -1.602], [-0.795, -0.495, -1.120], [-1.483, -1.498, -2.561], [-1.474, -3.599, -1.251], [-0.089, -3.085, -0.047], [-2.503, -1.107, 0.185], [-2.887, -2.977, 0.683], [-1.088, -1.032, 1.963], [2.128, -1.378, 0.373], [3.422, -2.650, 2.523], [4.128, -5.041, -1.586], [4.273, -4.942, -2.970], [4.253, -6.092, -3.758], [4.093, -7.343, -3.161], [3.957, -7.443, -1.777], [3.973, -6.292, -0.989], [4.137, -4.144, -0.973], [4.401, -3.967, -3.434], [4.363, -6.015, -4.836], [4.075, -8.239, -3.775], [3.838, -8.418, -1.311], [3.866, -6.370, 0.089], [-2.790, 2.972, -1.325], [-1.632, 2.286, -1.691], [-1.326, 2.103, -3.039], [-2.181, 2.601, -4.022], [-3.343, 3.279, -3.656], [-3.648, 3.466, -2.308], [-3.025, 3.121, -0.274], [-0.967, 1.895, -0.925], [-0.422, 1.571, -3.324], [-1.941, 2.461, -5.072], [-4.013, 3.663, -4.422], [-4.553, 3.996, -2.023], [-2.897, 5.371, 1.775], [-3.316, 6.078, 2.902], [-2.470, 6.198, 4.005], [-1.206, 5.608, 3.982], [-0.791, 4.894, 2.858], [-1.635, 4.776, 1.754], [-3.554, 5.283, 0.914], [-4.302, 6.535, 2.921], [-2.795, 6.752, 4.882], [-0.546, 5.704, 4.839], [0.192, 4.429, 2.843], [-1.311, 4.222, 0.878], [-7.422, 2.162, 4.476], [-6.072, 2.503, 4.557], [-5.504, 3.337, 3.595], [-6.285, 3.828, 2.549], [-7.632, 3.480, 2.462], [-8.202, 2.648, 3.426], [-7.866, 1.517, 5.230], [-5.463, 2.118, 5.371], [-4.452, 3.605, 3.661], [-5.843, 4.480, 1.800], [-8.240, 3.857, 1.644], [-9.252, 2.379, 3.360]], "forces_ev_per_a": [[-0.06, 1.43, -0.04], [-1.97, 1.56, -3.53], [-3.42, 1.39, 0.07], [-1.62, -0.65, 3.87], [3.21, -2.31, 3.49], [0.78, 0.17, 0.23], [0.64, -2.64, -2.62], [0.45, -0.19, 1.49], [-0.65, -0.39, -0.12], [-0.37, -1.10, 0.99], [-0.41, 0.72, 0.00], [1.08, -0.84, -0.86], [-0.85, 1.92, -1.35], [1.87, -0.44, 4.06], [5.73, 3.21, 1.36], [-7.84, -4.24, -2.65], [2.85, 2.00, 0.86], [1.60, 2.17, 6.00], [-3.37, -4.11, -10.26], [2.88, -0.86, -0.51], [2.60, 0.31, -3.13], [-2.38, -1.16, -0.07], [-0.44, 2.41, 0.07], [1.07, -1.06, -2.27], [-2.73, 0.76, 0.37], [-1.47, -0.38, 2.15], [-0.88, 1.23, 2.21], [-1.44, -2.16, 0.34], [-0.54, 1.36, 1.29], [0.62, 1.49, 2.18], [-0.65, 1.79, -1.25], [0.63, -1.65, -1.32], [1.70, 0.18, 1.56], [0.73, 1.59, 1.31], [-1.73, 0.81, -1.26], [0.52, -2.09, 0.82], [1.37, 1.96, 0.00], [-0.57, -2.12, -0.48], [2.29, -0.76, -0.25], [1.18, 0.67, -2.63], [-0.07, -0.11, 0.02], [-0.07, -0.24, 0.11], [-0.03, -0.02, 0.16], [0.01, 0.15, 0.09], [0.02, 0.13, -0.06], [0.01, 0.01, -0.26], [0.00, -0.20, -0.10], [0.00, -0.10, 0.08], [-0.01, -0.02, 0.14], [0.01, 0.12, 0.08], [0.01, 0.14, -0.08], [0.01, 0.03, -0.14], [0.00, -0.02, -0.17], [-0.13, 0.11, -0.19], [-0.11, 0.04, -0.12], [-0.09, 0.03, 0.25], [0.09, -0.04, 0.10], [0.16, -0.10, -0.03], [-0.01, -0.05, -0.13], [-0.16, 0.09, -0.10], [-0.33, 0.18, -0.02], [-0.02, 0.01, 0.15], [0.10, -0.05, 0.12], [0.12, -0.08, -0.04], [0.15, -0.01, 0.17], [0.14, -0.01, -0.03], [0.07, -0.10, -0.14], [-0.15, -0.02, -0.15], [-0.08, 0.05, 0.01], [-0.09, 0.09, 0.18], [0.08, 0.02, 0.08], [0.14, -0.07, 0.00], [0.04, -0.08, -0.13], [-0.09, -0.02, -0.12], [-0.15, 0.06, 0.01], [-0.02, 0.11, 0.10], [0.06, 0.11, -0.15], [-0.12, 0.06, -0.12], [-0.12, -0.05, -0.01], [-0.08, -0.16, 0.17], [0.08, -0.05, 0.11], [0.18, 0.03, 0.03], [0.06, 0.08, -0.11], [-0.09, 0.07, -0.12], [-0.15, -0.02, -0.02], [-0.04, -0.08, 0.09], [0.09, -0.05, 0.13], [0.15, 0.04, 0.01]], "mulliken_charge": [-0.942, 0.557, -0.499, -0.576, 0.980, -1.382, 0.925, -0.651, -0.481, 0.241, -0.490, -0.353, -0.553, -0.249, 0.412, -0.525, -0.077, 0.461, -0.558, 0.315, -0.910, 0.289, 0.232, 0.297, 0.232, 0.286, 0.369, 0.331, 0.456, 0.215, 0.184, -0.493, 0.410, 0.381, 0.237, 0.205, 0.266, 0.307, 0.062, 0.237, 0.210, -0.289, -0.452, -0.431, -0.331, -0.655, 0.100, 0.257, 0.373, 0.353, 0.365, 0.400, -0.761, 0.016, -0.167, -0.729, -0.399, -0.521, 0.655, 0.230, 0.470, 0.400, 0.363, 0.387, -0.356, -0.600, -0.340, -0.462, -0.436, -0.253, 0.494, 0.366, 0.384, 0.387, 0.353, 0.470, -0.348, -0.592, -0.006, -0.162, -0.512, -0.358, 0.354, 0.366, 0.299, 0.258, 0.354, 0.350]}

no.,HOMO (Eh),electronic energy (eV)
1,-0.3765,-92460.71370
2,-0.3172,-52852.34095